Record 1
Molecular formula: C5H7NO
Method: DFT, ωB97M-V/def2-TZVPD

Calculated values
HOMO level (eV): -8.551
Relative energy (zero: lowest compared OMol25 entry of this formula, charge and spin) (eV): 0.728
Molar mass (g/mol): 97.1
SMILES: CC1=CNC(=O)C1
LUMO (eV): 0.90

ORCA input file:
```
! wB97M-V def2-TZVPD RIJCOSX def2/J DEFGRID3
* xyz 0 1
C -1.850 0.608 -0.406
C -0.442 0.258 -0.044
C 0.519 1.001 0.530
N 1.595 0.163 0.964
C 1.566 -0.880 0.028
O 2.507 -1.250 -0.633
C 0.084 -1.170 -0.138
H -2.179 0.237 -1.384
H -2.065 1.679 -0.356
H -2.505 0.125 0.328
H 0.685 2.077 0.462
H 2.510 0.552 1.117
H -0.318 -1.818 0.659
H -0.067 -1.654 -1.104
*
```

***

Record 2
Molecular formula: C2H7PS2
Method: DFT, ωB97M-V/def2-TZVPD

Calculated values
HOMO level (eV): -9.031
Relative energy (zero: lowest compared OMol25 entry of this formula, charge and spin) (eV): 1.991
Molar mass (g/mol): 126.2
SMILES: S=[PH2]S.C=C
LUMO (eV): 0.15

ORCA input file:
```
! wB97M-V def2-TZVPD RIJCOSX def2/J DEFGRID3
* xyz 0 1
C -0.539 -2.740 -1.276
C -0.244 -1.667 -0.560
P -0.181 1.983 1.375
S 1.698 1.772 0.340
S -0.216 1.292 3.191
H -0.375 3.466 1.287
H -1.545 -2.987 -1.866
H 0.137 -3.525 -1.545
H -1.097 -1.036 -0.441
H 0.692 -1.571 0.025
H -1.331 1.476 0.689
H 2.427 2.434 1.398
*
```

***

Q: The highest HOMO level belongs to which entry?
A: C5H7NO

***

Please write out number 2 again, unchanged.
Molecular formula: C2H7PS2
Method: DFT, ωB97M-V/def2-TZVPD

Calculated values
HOMO level (eV): -9.031
Relative energy (zero: lowest compared OMol25 entry of this formula, charge and spin) (eV): 1.991
Molar mass (g/mol): 126.2
SMILES: S=[PH2]S.C=C
LUMO (eV): 0.15

ORCA input file:
```
! wB97M-V def2-TZVPD RIJCOSX def2/J DEFGRID3
* xyz 0 1
C -0.539 -2.740 -1.276
C -0.244 -1.667 -0.560
P -0.181 1.983 1.375
S 1.698 1.772 0.340
S -0.216 1.292 3.191
H -0.375 3.466 1.287
H -1.545 -2.987 -1.866
H 0.137 -3.525 -1.545
H -1.097 -1.036 -0.441
H 0.692 -1.571 0.025
H -1.331 1.476 0.689
H 2.427 2.434 1.398
*
```

***

Q: Which value of relative energy (zero: lowest compared OMol25 entry of this formula, charge and spin) does entry 2 give?
A: 1.991 eV

***

Q: Which value of HOMO level does entry 1 give?
A: -8.551 eV